Record 1
Computed, not measured: a cluster of 2 separate species, C6H16PS in total, with the ωB97M-V functional and the def2-TZVPD basis.

Charge: +1

Last column: Mulliken charge in e.
Element x y z (Å)
1 C -2.02736 1.40125 0.21988  -1.170
2 C -0.11091 0.84872 -2.17718  -1.070
3 C -2.57371 -0.48811 -1.83671  -1.102
4 C 2.82106 -1.52618 2.71867  -0.844
5 C -0.29446 -0.86842 0.20666  -1.178
6 C 2.30065 0.66558 0.94296  -0.361
7 P -1.22598 0.09411 -0.84664  1.024
8 S 2.30668 0.24102 2.55776  0.168
9 H -2.84084 0.81976 0.72615  0.384
10 H -2.23332 2.16444 -0.53223  0.376
11 H -1.32418 1.61491 0.93995  0.366
12 H -0.76690 1.64058 -2.62051  0.393
13 H 0.27462 0.13879 -2.95156  0.369
14 H 0.68757 1.35938 -1.61040  0.250
15 H -2.15253 -1.14839 -2.64402  0.381
16 H -2.93002 0.36863 -2.47241  0.366
17 H -3.28067 -0.87761 -1.19229  0.395
18 H 3.11410 -1.37699 3.86290  0.295
19 H 3.75664 -1.83741 2.34087  0.386
20 H 2.07815 -2.28414 2.60801  0.320
21 H 0.33823 -1.65527 -0.25601  0.331
22 H -0.58700 -1.11462 1.23177  0.309
23 H 2.47095 0.02800 0.05414  0.342
24 H 2.19923 1.79197 0.73023  0.270

Cartesian forces (eV/Å) of the 6 atoms listed first:
C -0.6 -2.7 -2.4
C -1.0 0.4 1.1
C 1.7 0.8 -3.1
C 0.4 1.9 3.8
C 1.3 -1.1 -0.1
C -1.0 0.9 -0.6

Record 2
Computed, not measured: a structure of composition C19H12N7O2ReS2, with the ωB97M-V functional and the def2-TZVPD basis.

Multiplicity: 2
Charge: +1

Last column: Mulliken charge in e.
Element x y z (Å)
1 Re 0.47639 0.57215 0.76411  1.343
2 N -3.66249 -0.47476 -0.07678  0.136
3 C -2.54795 0.21418 0.10295  -0.181
4 N -1.35018 -0.28219 -0.07883  -0.358
5 C -1.21212 -1.61975 -0.45641  0.575
6 N -0.02744 -2.09611 -0.64748  -1.108
7 N 0.90288 -1.11139 -0.48406  0.386
8 C 2.03532 -1.22968 -1.06165  -0.397
9 C 2.79545 0.00076 -1.11076  0.781
10 C 4.03246 0.12562 -1.70891  -0.868
11 C 4.57200 1.39428 -1.86276  -0.282
12 C 3.82773 2.48487 -1.45246  -0.933
13 C 2.60090 2.28025 -0.84324  -0.146
14 N 2.09905 1.06116 -0.62999  -0.007
15 C -2.40368 -2.42614 -0.64512  0.563
16 C -2.35016 -3.77258 -1.01569  -0.395
17 C -3.51846 -4.48121 -1.18770  -0.781
18 C -4.75458 -3.86059 -0.99428  -0.424
19 C -4.82766 -2.53257 -0.62793  -0.876
20 C -3.64579 -1.82252 -0.45443  0.195
21 H -4.54809 -0.01777 0.08414  0.283
22 H -2.64287 1.24225 0.42854  0.330
23 H 2.31552 -2.13620 -1.58449  0.526
24 H 4.55062 -0.75617 -2.05901  0.449
25 H 5.54067 1.52709 -2.32410  0.448
26 H 4.18128 3.49561 -1.59600  0.435
27 H 1.99768 3.11324 -0.52893  0.724
28 H -1.38507 -4.23554 -1.16409  0.495
29 H -3.48081 -5.52204 -1.47643  0.432
30 H -5.66647 -4.42483 -1.13312  0.418
31 H -5.78427 -2.04863 -0.47731  0.405
32 S 2.01415 1.37564 2.33022  -0.278
33 C 1.89183 3.10794 2.16323  0.843
34 C 2.90881 3.88357 2.79823  -0.176
35 N 3.73647 4.48503 3.32080  -0.384
36 C 0.89337 3.68716 1.46169  0.146
37 S -0.34881 2.68456 0.71902  -0.349
38 C 0.77668 5.09651 1.29508  -0.051
39 N 0.69946 6.23100 1.12643  -0.399
40 O 0.78191 -1.19923 2.10421  -0.565
41 C -0.18490 -0.83384 2.81738  0.156
42 O -0.82739 0.18758 2.43730  -0.567
43 H -0.46143 -1.36673 3.72861  0.459

Cartesian forces (eV/Å) of the 6 atoms listed first:
Re 0.6 -0.4 0.3
N 0.0 0.0 0.0
C 0.0 0.0 0.0
N -0.1 0.1 0.0
C 0.1 0.0 0.0
N -0.3 -0.3 -0.1

Record 3
Computed, not measured: a cluster of 12 separate species, C7H33O12 in total, with the ωB97M-V functional and the def2-TZVPD basis.

Charge: -1

Last column: Mulliken charge in e.
Element x y z (Å)
1 C 2.99983 0.09105 -1.14941  -0.057
2 O 4.12250 0.36612 -0.38139  -0.601
3 C 2.12079 1.25653 -0.91864  0.669
4 C 0.82617 1.22780 -1.77446  -1.913
5 C -0.13190 0.23107 -1.24507  0.348
6 C -1.32979 0.55948 -0.82708  -0.629
7 C -2.26191 -0.49067 -0.34739  0.080
8 C -3.00528 -1.29007 -1.05489  -0.858
9 H 3.30008 -0.01565 -2.16143  0.304
10 H 2.66065 -0.92088 -0.78449  -0.005
11 H 2.64273 2.17011 -1.07262  0.727
12 H 1.88811 1.34575 0.14323  -1.377
13 H 1.11733 0.94041 -2.73001  0.463
14 H 0.58253 2.26613 -1.86317  0.794
15 H 0.08780 -0.79177 -1.03041  0.695
16 H -1.87375 1.48151 -1.11025  0.512
17 H -2.24343 -0.60919 0.81009  -0.212
18 H -2.94732 -1.08370 -2.17139  0.300
19 H -3.49095 -2.20199 -0.77161  0.385
20 H -0.02791 0.75176 1.54009  0.397
21 H 2.40937 -3.51165 0.73724  0.278
22 O -0.10133 1.86336 2.01519  -0.877
23 H 0.20184 1.63052 2.95653  0.300
24 H 0.98029 -0.36499 2.43945  0.177
25 O 0.38039 -0.51870 1.65801  -0.906
26 H -3.51442 2.25456 1.29444  0.405
27 H -2.99869 2.74105 -0.11776  0.278
28 O -3.72552 2.20307 0.32283  -0.703
29 H 2.92164 1.59692 1.17321  0.634
30 H 1.97716 2.64788 1.98930  0.326
31 O 2.91815 2.32378 1.91089  -0.710
32 H -0.43288 -0.96172 -2.87837  0.203
33 H 0.55077 -1.97979 -3.41998  0.421
34 O -0.06748 -1.12375 -3.71604  -0.715
35 H -2.06192 -1.55842 2.94722  0.244
36 H -0.54807 -1.42544 2.52627  0.564
37 O -1.34574 -2.10564 2.85732  -0.734
38 H -1.34865 3.81483 -0.66221  0.323
39 H 0.15256 3.38873 -0.66508  0.354
40 O -0.45681 4.04358 -0.93731  -0.663
41 H -2.30756 0.92464 2.99719  0.245
42 H -1.54108 2.17058 2.46146  0.424
43 O -2.47980 1.74338 2.48181  -0.701
44 H 4.30140 -0.28952 0.27104  0.337
45 H 1.62774 -3.00833 -0.31400  0.341
46 O 2.48518 -3.25593 -0.09202  -0.678
47 H -0.31259 -3.70162 1.27884  0.235
48 H -0.16989 -2.24634 1.25487  0.323
49 O 0.08385 -3.08034 0.76047  -0.633
50 H -0.86797 -3.73041 -0.97358  0.328
51 H -1.08399 -2.45016 -1.83474  0.244
52 O -0.66228 -3.31789 -1.82220  -0.685

Cartesian forces (eV/Å) of the 6 atoms listed first:
C -0.3 -1.8 1.5
O 2.2 1.2 0.5
C -2.0 -0.4 -0.2
C 1.9 -0.2 1.6
C -0.4 1.5 0.6
C -2.9 0.1 -1.3

Record 4
Computed, not measured: a structure of composition C40H48N7S3SiTa, with the ωB97M-V functional and the def2-TZVPD basis.

Charge: +2

Last column: Mulliken charge in e.
Element x y z (Å)
1 Ta 0.01117 -0.15707 0.03454  0.416
2 C -1.21740 -2.71877 4.85890  -0.784
3 S -0.70096 -3.78373 3.49868  0.020
4 C -0.21137 -2.65494 2.25558  0.621
5 S -0.62783 -0.96675 2.32228  -0.495
6 N 0.45810 -3.17959 1.29257  -1.880
7 N 0.90075 -2.21012 0.38941  1.263
8 C 1.82143 -2.64878 -0.38186  -1.325
9 C 2.50787 -1.68781 -1.21224  1.411
10 C 3.58722 -2.05094 -1.97804  -1.034
11 C 4.26977 -1.05956 -2.67997  -0.944
12 C 3.81871 0.23617 -2.57917  -1.290
13 C 2.70603 0.51357 -1.79280  -1.116
14 N 2.05000 -0.41582 -1.09655  1.201
15 H -1.72266 -3.37948 5.56124  0.398
16 H -1.90717 -1.94402 4.53245  0.214
17 H -0.35805 -2.26671 5.34715  0.328
18 H 2.12534 -3.68853 -0.32988  0.484
19 H 3.88751 -3.08892 -2.02356  0.621
20 H 5.13383 -1.30559 -3.28225  0.507
21 H 4.30315 1.04674 -3.10517  0.624
22 H 2.33589 1.51720 -1.73072  1.084
23 C 1.25256 5.26505 -1.10735  -1.431
24 C 1.73779 3.85265 -1.45146  -0.482
25 C 2.63602 3.26610 -0.37859  1.021
26 C 3.95381 3.70106 -0.30387  -0.751
27 C 4.81649 3.20988 0.66313  -1.332
28 C 4.36096 2.28501 1.58522  -0.604
29 C 3.04853 1.81842 1.55463  0.656
30 C 2.60122 0.85133 2.62666  -0.765
31 C 3.25252 -0.52644 2.49907  -1.096
32 C 2.21062 2.30355 0.54952  -1.251
33 N 0.83237 1.82017 0.46861  1.402
34 C -0.04923 2.72167 0.85792  0.470
35 C -1.38592 2.37280 0.82618  -0.946
36 C -2.56612 3.02666 1.13881  -1.141
37 C -3.59666 2.11123 0.88098  -1.409
38 C -3.00087 0.94777 0.43882  -0.641
39 N -1.63607 1.07594 0.39049  1.532
40 H 0.58189 5.64177 -1.87924  0.453
41 H 2.09407 5.95314 -1.02625  0.398
42 H 0.72132 5.29313 -0.15537  0.278
43 H 2.30514 3.90274 -2.38381  0.615
44 H 0.88006 3.20283 -1.63653  -0.201
45 H 4.30330 4.44051 -1.01608  0.574
46 H 5.83801 3.56469 0.70986  0.451
47 H 5.02422 1.93456 2.36779  0.542
48 H 1.51690 0.74596 2.62419  0.195
49 H 2.86238 1.27810 3.59696  0.570
50 H 2.94904 -1.02581 1.57550  0.144
51 H 2.97305 -1.17005 3.33358  0.407
52 H 4.33955 -0.44800 2.48204  0.432
53 H 0.28491 3.69198 1.20715  1.097
54 H -2.65814 4.03584 1.51050  0.602
55 H -4.65541 2.27458 0.99862  0.551
56 H -3.47308 0.03163 0.12945  0.777
57 C -6.01796 -2.54603 1.78366  -1.053
58 C -4.61172 -2.84458 2.29014  -0.965
59 N -3.55900 -2.20958 1.49498  0.257
60 C -3.10217 -2.65786 0.33573  -0.379
61 S -1.89442 -1.85704 -0.63894  -0.475
62 N -3.63010 -3.76682 -0.17143  0.007
63 C -3.28048 -4.42335 -1.44073  -0.416
64 C -4.18532 -3.98532 -2.57962  -0.858
65 H -6.75440 -3.00256 2.44412  0.400
66 H -6.19035 -2.92730 0.77557  0.278
67 H -6.19741 -1.47067 1.76742  0.319
68 H -4.41260 -3.91795 2.33431  0.490
69 H -4.49818 -2.47037 3.30551  0.432
70 H -3.16761 -1.33984 1.81847  0.233
71 H -4.42215 -4.15444 0.31666  0.279
72 H -3.35663 -5.49545 -1.26674  0.462
73 H -2.24201 -4.19554 -1.66011  0.009
74 H -5.23789 -4.10594 -2.31743  0.384
75 H -3.99082 -4.59398 -3.46280  0.412
76 H -4.00679 -2.94083 -2.83894  0.078
77 C -4.21264 1.61217 -4.67936  -0.591
78 C -4.38616 0.63771 -3.70494  -0.923
79 C -3.28896 0.10251 -3.04845  0.335
80 C -1.99356 0.54022 -3.34086  0.645
81 C -1.84195 1.53767 -4.31296  -0.743
82 C -2.93898 2.06358 -4.98336  -0.767
83 Si -0.39146 -0.09111 -2.64003  1.155
84 C 0.34472 -1.58109 -3.51222  0.909
85 C 1.14978 -1.29066 -4.62126  -0.705
86 C 1.74041 -2.29936 -5.37338  -0.788
87 C 1.53237 -3.62693 -5.03228  -0.649
88 C 0.74207 -3.93863 -3.93341  -0.654
89 C 0.15715 -2.92775 -3.18220  0.466
90 H -5.06999 2.01607 -5.20193  0.406
91 H -5.38327 0.29223 -3.46013  0.468
92 H -3.44558 -0.66983 -2.30894  0.222
93 H -0.85339 1.91513 -4.55540  0.405
94 H -2.79621 2.82494 -5.73953  0.440
95 H 0.58896 1.00668 -2.86155  -0.620
96 H 1.32402 -0.25787 -4.90864  0.400
97 H 2.35300 -2.04664 -6.23006  0.465
98 H 1.97290 -4.41647 -5.62749  0.440
99 H 0.57068 -4.97512 -3.66750  0.494
100 H -0.45363 -3.20162 -2.33367  -0.141

Cartesian forces (eV/Å) of the 6 atoms listed first:
Ta 0.1 -0.7 0.3
C 0.0 0.1 0.0
S -0.1 0.1 -0.1
C -0.1 -0.2 0.4
S 0.0 0.2 0.2
N 0.1 0.4 -0.3

ΔE to the lowest compared entry with this formula, charge and spin (computed, eV): 2.878 0.116 5.529 1.244
Molecular weight (computed, g mol⁻¹): 151.235 620.693 309.329 932.108